1.
Density functional theory data (ωB97M-V with the def2-TZVPD basis set) for one molecule with the formula C5H11NO.

Each line ends with the Löwdin charge.
Atoms and positions in Å:
C: 2.408 -0.187 -0.887  -0.11
C: 1.000 0.221 -0.516  -0.25
C: 0.358 -0.708 0.538  -0.14
C: -0.555 0.068 1.452  -0.52
O: -0.223 0.355 2.586  0.05
N: -1.749 0.495 0.939  0.02
C: -2.313 0.244 -0.367  -0.08
H: 3.008 -0.429 -0.013  0.07
H: 2.954 0.639 -1.357  0.07
H: 2.407 -1.058 -1.537  0.07
H: 0.958 1.227 -0.109  0.11
H: 0.331 0.196 -1.370  0.09
H: 1.121 -1.125 1.196  0.11
H: -0.107 -1.595 0.099  0.12
H: -2.188 1.221 1.488  0.14
H: -1.713 -0.477 -0.919  0.07
H: -2.416 1.152 -0.949  0.08
H: -3.281 -0.237 -0.274  0.08

The lowest unoccupied orbital energy is 0.89 eV. Its SMILES is CCCC(=O)NC.

***

2.
Density functional theory data (ωB97M-V with the def2-TZVPD basis set) for an isolated ion of composition C5H11NO and charge +1 in a non-equilibrium geometry.

Each line ends with the Löwdin charge.
Atoms and positions in Å:
C: -2.081 -0.080 -0.205  -0.31
O: -2.705 -1.321 -0.282  -0.01
C: -0.988 -0.245 0.783  -0.19
C: 0.262 -0.893 0.069  -0.14
C: 1.138 0.197 -0.688  -0.10
C: 2.922 1.451 0.339  0.19
N: 1.755 0.973 0.447  0.21
H: -1.667 0.061 -1.123  0.08
H: -2.680 0.820 0.007  0.15
H: -3.560 -1.109 0.004  0.07
H: -0.754 0.737 1.151  0.09
H: -1.376 -0.889 1.646  0.16
H: 0.906 -1.564 0.719  0.13
H: -0.274 -1.568 -0.626  0.12
H: 1.729 -0.322 -1.380  0.11
H: 0.429 0.831 -1.262  0.15
H: 3.630 0.995 0.960  0.12
H: 3.314 1.926 -0.559  0.15

The lowest unoccupied orbital energy (alpha / beta) is -6.47 / -8.25 eV. As for the spin multiplicity: 2. Its expectation value of S² is 0.756. The charge is +1.

***

3.
Density functional theory data (ωB97M-V with the def2-TZVPD basis set) for a 2-piece molecular cluster, C5H11NO overall in a non-equilibrium geometry.

Each line ends with the Löwdin charge.
Atoms and positions in Å:
N: -2.341 -0.665 0.644  0.14
C: -0.986 -0.915 0.849  -0.14
C: -0.012 -0.527 0.036  -0.01
C: 1.466 -0.648 0.409  -0.02
C: 2.472 0.142 -0.087  -0.05
C: 3.937 0.011 0.269  -0.06
H: -2.723 -0.277 1.506  0.12
H: -2.553 0.205 -0.008  0.17
H: -0.744 -1.455 1.763  0.15
H: -0.462 -0.072 -0.971  0.18
H: 1.713 -1.511 0.950  0.10
H: 2.289 1.135 -0.512  0.13
H: 4.374 -0.749 -0.401  0.11
H: 4.128 -0.267 1.318  0.10
H: 4.416 0.948 0.095  0.07
H: -4.777 2.304 -2.121  0.05
H: -5.500 0.940 -1.989  0.03
O: -4.696 1.402 -1.751  -0.08

The lowest unoccupied orbital energy (alpha / beta) is -3.81 / -7.32 eV. As for the spin multiplicity: 2. Its expectation value of S² is 0.777. The charge is +1.

***

4.
Density functional theory data (ωB97M-V with the def2-TZVPD basis set) for an isolated ion of composition C5H11NO and charge +1 in a non-equilibrium geometry.

Each line ends with the Löwdin charge.
Atoms and positions in Å:
C: 0.690 2.390 -0.091  0.02
N: 0.731 1.016 0.358  0.14
C: -0.248 0.084 -0.064  -0.33
C: 0.549 -1.067 -0.900  -0.05
C: -0.075 -2.409 -0.724  -0.26
O: 0.049 -3.048 0.279  0.10
C: -1.192 -0.360 1.060  -0.01
H: -0.203 2.768 -0.561  0.11
H: 1.400 2.425 -0.892  0.12
H: 0.785 3.102 0.747  0.13
H: 1.171 0.703 1.222  0.19
H: -0.907 0.459 -0.856  0.15
H: 0.745 -0.666 -1.869  0.11
H: 1.544 -1.148 -0.458  0.13
H: -0.826 -2.811 -1.484  0.16
H: -2.039 -0.966 0.739  0.11
H: -0.687 -0.981 1.811  0.09
H: -1.489 0.509 1.680  0.10

The lowest unoccupied orbital energy (alpha / beta) is -3.17 / -7.94 eV. As for the spin multiplicity: 2. Its expectation value of S² is 0.755. The charge is +1.